(1)
The following is a quantum chemistry calculation of a structure of composition C30H21Cl2N6OPm in a non-equilibrium geometry, from the OMol25 dataset.

```
61
Properties=species:S:1:pos:R:3:forces:R:3
Pm -0.4950 0.1721 -0.2032 0.179 -1.145 -0.065
C -2.4372 -1.2410 -4.6180 -0.249 -0.347 -0.195
C -1.3419 -1.9295 -5.1871 0.732 0.078 0.012
C -0.1652 -2.1019 -4.4674 -1.170 1.058 1.132
C -0.1072 -1.5650 -3.1484 -1.166 -0.546 -1.708
N -1.1562 -0.9207 -2.6432 -0.438 0.789 0.738
C -2.3073 -0.7389 -3.3420 1.113 -0.176 0.328
C 1.1033 -1.6312 -2.3552 2.187 -0.853 0.825
C 2.3530 -1.7197 -2.9775 -0.516 1.221 0.373
C 3.4846 -1.5569 -2.0965 -1.551 -0.449 1.106
C 3.3344 -1.4762 -0.7345 2.043 -0.048 -0.573
C 2.0643 -1.1197 -0.1192 -1.649 0.207 -0.591
N 0.9532 -1.6703 -0.9950 -0.340 2.025 -0.166
C 1.6687 -1.7354 1.1821 -0.305 -1.157 0.732
C 2.2588 -2.8505 1.7467 0.034 -0.587 1.365
C 1.7094 -3.3763 2.9670 0.302 0.221 -0.737
C 0.6378 -2.7184 3.5988 0.669 -0.345 -0.797
C 0.0561 -1.6987 2.8441 -0.707 0.365 0.869
N 0.5036 -1.2727 1.6848 0.562 0.351 -0.524
H -3.4036 -1.1419 -5.1214 0.540 0.037 -0.062
H -1.3164 -2.2814 -6.2218 -0.522 0.050 0.338
H 0.7194 -2.5709 -4.8326 0.167 -0.389 -0.482
H -3.0670 -0.1284 -2.8313 0.237 -0.531 -0.324
H 2.4797 -1.7643 -4.0702 -0.078 0.216 0.744
H 4.4566 -1.4812 -2.5032 1.003 -0.475 -0.372
H 4.2421 -1.5681 -0.0999 -0.634 0.494 -0.441
H 3.1536 -3.3050 1.2793 -0.776 0.266 0.352
H 2.1159 -4.3295 3.3514 -0.133 0.815 0.004
H 0.2432 -2.9850 4.5871 0.187 -0.041 -0.632
H -0.8329 -1.1540 3.1971 0.287 -0.450 -0.018
O -2.6763 -0.0505 0.1856 -1.113 0.273 0.910
C -3.6757 0.3064 1.0001 1.049 -0.187 0.055
C -4.8417 -0.4972 1.0804 -0.086 0.683 0.088
C -5.9419 -0.1643 1.8748 1.888 0.427 -0.423
C -5.8982 1.0662 2.5507 0.433 -0.582 -0.749
C -4.7616 1.8746 2.4521 -0.516 -0.971 0.181
C -3.5497 1.4419 1.8658 -1.927 -1.054 -0.583
C -2.2842 1.9723 2.2765 1.520 0.288 0.482
N -1.0656 1.6094 1.8444 -0.774 0.256 -0.583
C -0.1366 2.3408 2.5344 -0.756 0.739 1.043
C -0.7949 3.1484 3.4446 0.373 -1.208 -0.772
N -2.1415 2.8412 3.3353 -0.159 0.106 -1.271
H -4.7926 -1.3771 0.4679 -0.222 -0.388 -0.105
H -6.7651 -0.8462 1.9534 -0.354 -0.090 0.065
H -6.7562 1.2937 3.1507 -0.198 0.742 0.111
H -4.8810 2.8712 2.8067 0.329 0.657 0.786
H 0.9276 2.2194 2.3589 -0.252 0.028 0.046
H -0.3827 3.7890 4.1790 0.027 0.508 0.490
H -2.9537 3.3328 3.7037 0.678 -0.173 0.147
Cl 0.6195 1.9381 -2.1432 1.492 0.441 0.101
C 2.3343 2.1203 -1.5089 -0.270 -0.592 1.337
C 3.2101 2.9880 -2.0816 0.686 0.183 -0.882
C 4.5383 3.0881 -1.5778 -0.559 0.041 0.089
C 4.8986 2.4111 -0.4088 -2.358 0.687 -0.878
C 3.9219 1.6097 0.2136 1.730 0.541 -0.795
Cl 4.5181 0.8744 1.6768 -0.676 -0.321 0.104
C 2.6675 1.3436 -0.3490 -0.214 -0.635 -0.221
N 1.8462 0.4074 0.1886 -0.829 -0.784 -0.630
H 2.8700 3.5014 -2.9863 0.436 0.072 0.353
H 5.2518 3.7481 -2.0723 -0.267 -0.154 0.135
H 5.7873 2.6581 0.1131 0.883 -0.186 0.136
```
Forces are in eV/Å.

DFT total energy = -3088.39052 hartree
Maximum force = 2.61 eV/Å
Orbital gap (alpha / beta) = 6.727 / 6.738 eV
Spin multiplicity = 5

(2)
The following is a quantum chemistry calculation of a structure of composition C11H41N20O13Ti in a non-equilibrium geometry, from the OMol25 dataset.

```
86
Properties=species:S:1:pos:R:3:forces:R:3
Ti -1.9940 2.7798 1.5063 -0.213 -1.547 -0.389
O -0.5135 -0.3142 -1.0333 -1.132 -0.989 -0.611
C -1.2079 0.4890 -0.2424 0.144 4.347 -2.818
O -2.0212 1.3485 -0.7692 -0.430 -1.619 0.746
O -0.7376 0.6511 0.8610 -0.164 0.196 4.243
H -0.0862 -0.7799 -0.3106 1.174 -1.302 -0.228
C 0.8778 1.5951 4.4159 3.730 1.115 -0.717
O 1.6579 2.1043 5.1733 1.138 0.561 1.741
N -0.3571 1.3265 4.6798 -3.890 -0.811 1.048
N 1.2482 1.2734 3.1624 -0.507 -0.271 -0.777
H -0.9678 1.3400 3.8755 -0.711 -0.203 0.592
H -0.6545 1.6204 5.5992 -0.404 0.067 -0.353
H 0.4517 0.9922 2.6087 0.977 -0.375 -1.095
H 2.2116 1.4227 2.8983 -0.292 -0.240 -0.131
C -0.5217 3.0346 -3.4973 4.672 1.723 0.073
O 0.2746 3.7638 -4.0458 0.380 0.767 -2.991
N -0.5856 1.7462 -3.5274 -0.160 -5.183 -1.941
N -1.0049 3.4026 -2.3741 -3.897 3.124 5.928
H -1.0325 1.3368 -2.7194 0.337 -0.667 -0.798
H 0.0763 1.2147 -4.0746 -0.798 0.048 -0.186
H -0.6717 4.2448 -1.9272 -0.066 0.028 -0.584
H -1.3173 2.6712 -1.7516 -0.264 0.693 0.140
C -1.8461 -3.3859 -0.0726 1.659 -2.966 -2.391
O -0.7182 -3.0235 -0.1678 3.724 1.149 0.989
N -2.2055 -4.6683 -0.2991 -1.219 -2.553 0.128
N -2.8341 -2.5693 -0.0692 -3.509 2.160 1.046
H -1.6027 -5.4737 -0.3895 0.574 0.817 0.184
H -3.1243 -4.8956 -0.6516 0.071 0.253 0.263
H -3.7172 -3.0448 -0.1877 -0.353 1.350 -0.052
H -2.5764 -1.5989 -0.1792 -0.892 -0.190 -0.193
C 2.3483 -3.2500 -2.2928 -0.434 -0.376 -3.158
O 3.2859 -3.5183 -3.0081 1.122 -1.334 -1.127
N 2.5226 -2.6254 -1.1998 0.775 2.638 5.364
N 1.0566 -3.4607 -2.6582 -0.621 -0.717 -0.706
H 1.8172 -2.1720 -0.6369 -0.005 -0.582 -0.169
H 3.4642 -2.4348 -0.8882 -0.195 -0.081 -0.343
H 1.0606 -3.7860 -3.6144 -0.604 0.280 0.036
H 0.3526 -2.8144 -2.3313 -0.083 -0.335 -0.146
C 3.5463 -0.5335 1.3547 0.057 -0.836 -0.082
O 2.4769 -0.9123 0.8792 -1.421 0.723 -0.417
N 4.1199 -1.1588 2.3484 0.832 -1.778 2.473
N 4.3423 0.4263 0.9597 0.001 2.285 -1.757
H 5.1022 -0.9274 2.3879 -0.259 -1.044 1.118
H 3.6453 -1.9333 2.7899 0.631 0.035 0.027
H 5.2395 0.5954 1.3916 -0.434 0.191 -0.282
H 4.0454 0.9684 0.1608 0.483 0.708 -0.706
C 0.2826 -2.8673 3.5092 -3.489 0.505 3.759
O -0.3887 -3.4031 4.3372 -1.713 -3.044 3.047
N 0.3677 -1.6025 3.5171 0.679 7.771 1.077
N 0.7597 -3.3281 2.4775 4.079 -4.854 -6.972
H 0.7843 -1.0744 2.7636 0.073 0.009 0.363
H 0.1204 -1.1201 4.3693 0.053 0.034 -0.320
H 0.7069 -4.3231 2.3126 0.244 0.363 -0.360
H 1.3217 -2.6793 1.9451 0.110 -0.900 -0.746
C -3.7698 0.1781 2.3352 0.807 1.765 1.588
O -3.2984 1.2259 2.7165 2.501 3.694 0.816
N -4.2729 0.0528 1.1868 -1.908 -0.328 -4.918
N -3.8742 -0.8514 3.0850 0.518 -4.568 3.235
H -4.9280 -0.7076 1.0730 0.156 0.443 -0.929
H -3.9860 0.7817 0.5493 -0.773 -0.290 -0.723
H -3.2628 -0.8820 3.8884 -0.220 0.198 0.237
H -3.7894 -1.7175 2.5724 -0.224 -0.263 0.214
C -3.6654 0.1468 -4.3197 1.304 -0.302 -1.561
O -2.6369 0.1051 -4.8861 4.272 -0.248 -3.031
N -3.6937 0.0974 -3.0429 -1.208 -0.006 6.100
N -4.8133 0.1676 -4.9102 -4.770 0.221 -1.717
H -4.6101 0.1709 -2.6246 0.425 0.104 0.511
H -2.8965 0.4212 -2.5140 -0.242 -0.005 0.022
H -4.9196 -0.0006 -5.9004 0.173 0.255 0.375
H -5.6053 0.4336 -4.3428 -0.175 -0.183 -0.733
C 2.0733 4.0008 0.6426 0.564 1.996 -0.903
O 2.3773 4.7355 -0.2670 0.340 0.251 -1.397
N 1.6343 2.7807 0.5846 -1.935 -4.166 -1.970
N 2.0928 4.3906 1.8962 0.689 1.041 2.136
H 1.3177 2.4377 -0.3110 0.312 -0.266 0.139
H 1.5251 2.2033 1.4061 -0.057 0.320 -0.648
H 1.4165 3.8796 2.4454 0.549 1.096 1.067
H 2.5623 5.2822 1.9657 -0.678 0.011 1.149
C 3.0804 1.4701 -2.2430 3.100 1.336 -1.626
O 3.9821 1.8079 -1.4934 0.883 1.093 1.107
N 2.3425 0.4749 -1.9821 -4.197 -4.580 2.240
N 2.9620 1.8805 -3.5028 0.352 1.258 -0.582
H 2.5014 -0.0315 -1.1228 -0.254 0.023 -0.022
H 1.5196 0.2259 -2.5122 0.284 0.014 0.138
H 3.5533 2.6768 -3.6934 -0.710 0.021 -0.776
H 2.2016 1.4943 -4.0438 0.563 0.921 -0.379
```
Forces are in eV/Å.

DFT total energy = -3366.58893 hartree
Maximum force = 9.42 eV/Å
Orbital gap (alpha / beta) = 6.601 / 7.828 eV
Spin multiplicity = 4

(3)
The following is a quantum chemistry calculation of a structure of composition C19H19IN7O2Pt in a non-equilibrium geometry, from the OMol25 dataset.

```
49
Properties=species:S:1:pos:R:3:forces:R:3
Pt -1.6895 1.3168 1.0415 0.411 -0.211 0.954
C -4.2656 1.3166 0.6596 -0.261 0.009 -0.113
C -4.1233 2.5265 1.2070 -0.058 0.135 0.218
C -3.4027 2.3382 2.5528 0.165 0.258 -0.587
C -3.2959 0.9910 2.8062 -0.049 -0.264 -0.070
C -3.6515 0.3415 1.5916 -0.186 -0.166 -0.169
H -4.6686 1.0752 -0.3101 -0.020 -0.053 0.020
H -4.3898 3.4834 0.7898 -0.001 0.022 0.048
H -3.1399 3.1460 3.2212 0.092 -0.003 -0.042
H -2.9151 0.5167 3.6953 0.130 0.003 -0.039
H -3.6722 -0.7279 1.4523 0.054 0.010 -0.031
N -1.6167 3.1948 0.4225 -0.255 -0.071 -0.239
C -1.1452 4.2194 0.0838 0.123 0.007 0.346
N -0.5588 5.2374 -0.3236 0.077 -0.043 -0.164
C -1.0113 6.4866 -0.2919 -0.091 0.039 0.001
N -1.3630 7.5838 -0.3051 0.025 0.001 0.032
C 3.4877 -1.3046 -0.9281 0.006 0.006 -0.007
C 3.3932 -0.0985 -1.8580 -0.006 -0.017 0.007
C 2.2069 -0.2227 -2.8094 -0.006 -0.007 0.015
C 3.3697 1.2192 -1.0801 0.047 0.004 -0.020
N 2.2273 1.2900 -0.1623 -0.061 0.069 0.040
C 0.9616 1.5777 -0.4055 0.020 -0.105 -0.056
N 0.3086 1.3668 0.7211 -0.140 0.137 -0.291
N 1.1891 0.9540 1.6534 -0.001 0.010 0.074
N 2.3430 0.9125 1.1274 0.038 -0.049 -0.001
H 3.6288 -2.2143 -1.5107 -0.002 -0.006 0.001
H 2.5705 -1.4327 -0.3467 -0.009 -0.009 0.001
H 4.3207 -1.2160 -0.2299 0.002 -0.003 0.001
H 4.3093 -0.0432 -2.4530 -0.002 0.006 0.000
H 1.2653 -0.3501 -2.2655 0.000 -0.006 -0.006
H 2.3233 -1.1047 -3.4380 -0.001 0.001 -0.005
H 2.1182 0.6437 -3.4681 -0.002 0.002 -0.006
H 3.2980 2.0785 -1.7461 0.005 -0.003 0.003
H 4.2520 1.3306 -0.4531 -0.005 0.004 -0.004
H 0.5412 1.8987 -1.3426 -0.003 0.017 -0.003
I 1.2022 -7.0959 0.0901 0.001 0.003 0.000
C 0.4348 -5.1637 0.1453 0.002 0.000 0.003
C -0.0260 -4.5744 -1.0267 -0.003 -0.003 -0.004
C -0.5289 -3.2862 -0.9891 0.014 0.019 -0.002
C -0.5799 -2.5927 0.2173 0.080 0.023 0.033
C -0.1202 -3.1909 1.3882 -0.004 0.017 -0.033
C 0.3914 -4.4765 1.3526 0.004 -0.011 0.009
C -1.0905 -1.2032 0.2171 -0.143 -0.291 -0.159
O -1.2799 -0.6588 1.3919 -0.034 0.296 0.325
O -1.3358 -0.5756 -0.8104 0.056 0.217 -0.092
H 0.0087 -5.1185 -1.9601 -0.001 0.000 -0.002
H -0.8858 -2.8082 -1.8914 -0.006 0.002 -0.003
H -0.1516 -2.6446 2.3205 0.000 0.002 0.015
H 0.7565 -4.9419 2.2573 -0.004 0.000 0.001
```
Forces are in eV/Å.

Net charge = +1
DFT total energy = -1685.79227 hartree
Energy above the lowest of the compared OMol25 structures with the same formula, charge and spin = 1.855 eV
Maximum force = 1.06 eV/Å
Orbital gap (alpha / beta) = 4.748 / 4.749 eV

(4)
The following is a quantum chemistry calculation of the ion C9H16N4O2 with charge +2 in a non-equilibrium geometry, from the OMol25 dataset.

```
31
Properties=species:S:1:pos:R:3:forces:R:3
C 3.6386 -1.5835 0.1666 -0.059 0.555 0.017
C 3.8064 0.7861 0.3023 0.286 0.141 -0.080
C 3.0080 -0.3086 0.0457 -0.790 -0.250 0.183
C 1.6343 -0.3241 -0.3623 1.077 0.139 -0.001
C -0.5627 1.0424 -0.8815 1.470 0.206 -0.118
C 0.7899 0.7210 -0.0142 -1.998 0.125 -0.486
C 1.1795 -1.4739 -1.1792 -0.238 -0.148 -0.220
C -2.1885 0.3386 0.7376 -0.230 0.154 0.253
C -3.0126 -0.9057 1.0690 0.394 0.380 0.681
N 4.1124 -2.6111 0.3169 0.359 -0.833 0.029
N -1.4251 0.0575 -0.4259 0.000 -0.377 0.018
N 0.8105 1.4274 1.1003 0.245 0.136 0.178
N -3.6755 -1.3434 -0.1883 -0.191 -0.062 -0.292
O 3.5697 2.0284 0.0151 -0.006 0.297 0.095
O -0.9172 2.3479 -0.5684 -0.254 0.170 0.091
H 4.7922 0.6281 0.7344 -0.046 0.101 -0.069
H -0.3248 0.8838 -1.9362 -0.075 0.153 0.059
H 1.2574 -2.3919 -0.5925 -0.030 -0.049 0.060
H 1.8319 -1.6153 -2.0416 0.040 0.008 -0.022
H 0.1467 -1.3589 -1.4921 0.045 -0.092 -0.044
H -2.8274 1.2213 0.5819 0.033 -0.040 0.004
H -1.5412 0.6029 1.5899 -0.135 -0.070 0.009
H -3.7453 -0.7024 1.8490 -0.069 -0.115 -0.154
H -2.3500 -1.7042 1.4054 -0.158 -0.046 -0.133
H 0.2513 2.2766 1.1467 0.100 -0.106 0.005
H 2.7533 2.2001 -0.4843 0.142 -0.185 0.115
H 1.2886 1.1152 1.9358 0.199 0.064 -0.077
H -3.9640 -2.3283 -0.1635 0.058 0.198 -0.078
H -2.9604 -1.1882 -0.9273 -0.316 -0.283 0.045
H -4.5026 -0.7726 -0.4077 0.173 -0.168 0.028
H -0.8734 2.9346 -1.3317 -0.025 -0.003 -0.097
```
Forces are in eV/Å.

Net charge = +2
DFT total energy = -721.33414 hartree
Energy above the lowest of the compared OMol25 structures with the same formula, charge and spin = 1.826 eV
Maximum force = 2.06 eV/Å
Orbital gap (alpha / beta) = 6.786 / 7.137 eV